Density functional theory data (ωB97M-V/def2-TZVPD) for 3 unconnected molecules or ions with the total composition C38H37O10P.

Results
highest occupied orbital energy: -9.65 eV
HOMO-LUMO gap: 8.649 eV
charge: 0

Cartesian coordinates (Å):
1 O -5.03 0.22 4.66
2 C -5.01 -0.96 4.94
3 C -5.15 -2.01 3.90
4 C -5.29 -1.62 2.57
5 C -5.39 -2.58 1.58
6 C -5.34 -3.93 1.91
7 C -5.22 -4.32 3.23
8 C -5.13 -3.36 4.23
9 C -5.01 -3.81 5.65
10 O -5.04 -4.98 5.94
11 C -4.85 -2.76 6.69
12 C -4.71 -3.14 8.02
13 C -4.53 -2.18 9.00
14 C -4.50 -0.84 8.67
15 C -4.66 -0.44 7.35
16 C -4.84 -1.40 6.36
17 H -5.32 -0.57 2.32
18 H -5.48 -2.28 0.54
19 H -5.40 -4.68 1.13
20 H -5.19 -5.37 3.50
21 H -4.73 -4.19 8.27
22 H -4.42 -2.49 10.04
23 H -4.36 -0.09 9.44
24 H -4.64 0.60 7.08
25 O 3.43 7.31 -5.62
26 C 3.83 6.45 -4.87
27 C 4.83 6.76 -3.80
28 C 5.27 8.06 -3.65
29 C 6.17 8.38 -2.65
30 C 6.63 7.39 -1.78
31 C 6.19 6.08 -1.93
32 C 5.30 5.76 -2.94
33 C 4.86 4.34 -3.10
34 O 5.30 3.47 -2.38
35 C 3.85 4.04 -4.15
36 C 3.40 2.73 -4.30
37 C 2.45 2.43 -5.25
38 C 1.94 3.43 -6.07
39 C 2.39 4.73 -5.94
40 C 3.35 5.04 -4.99
41 H 4.91 8.82 -4.33
42 H 6.52 9.40 -2.54
43 H 7.32 7.64 -0.99
44 H 6.54 5.30 -1.27
45 H 3.80 1.96 -3.66
46 H 2.10 1.41 -5.35
47 H 1.18 3.19 -6.81
48 H 2.01 5.52 -6.58
49 C 4.64 -2.52 0.15
50 C 3.61 -1.46 -0.22
51 C 3.56 -1.14 -1.72
52 O 2.49 -1.91 -2.32
53 C 1.83 -1.32 -3.31
54 O 2.21 -0.37 -3.94
55 O 0.67 -1.95 -3.57
56 C -0.17 -2.27 -2.46
57 C -1.09 -1.09 -2.17
58 P -2.65 -1.49 -1.33
59 O -3.82 -0.96 -2.04
60 O -2.75 -3.07 -1.19
61 C -1.92 -3.76 -0.22
62 C -1.46 -5.10 -0.78
63 O -2.58 -1.01 0.20
64 C -1.71 0.05 0.64
65 C -0.37 -0.47 1.13
66 H 4.51 -2.81 1.19
67 H 4.54 -3.42 -0.45
68 H 5.65 -2.11 0.07
69 H 2.61 -1.75 0.10
70 H 3.85 -0.54 0.30
71 H 4.49 -1.46 -2.20
72 H 3.39 -0.09 -1.89
73 H -0.74 -3.15 -2.73
74 H 0.42 -2.54 -1.58
75 H -1.41 -0.69 -3.13
76 H -0.53 -0.31 -1.67
77 H -2.50 -3.88 0.69
78 H -1.04 -3.15 0.01
79 H -2.00 -5.93 -0.34
80 H -0.39 -5.23 -0.63
81 H -1.62 -5.11 -1.86
82 H -1.61 0.82 -0.13
83 H -2.23 0.52 1.47
84 H 0.35 -0.62 0.33
85 H 0.04 0.24 1.84
86 H -0.54 -1.39 1.68

Density functional theory data (ωB97M-V/def2-TZVPD) for a molecular structure, C38H38IrN5SbSe4.

Results
highest occupied orbital energy: -3.22 eV
HOMO-LUMO gap: 4.576 eV
relative energy (zero: lowest compared OMol25 entry of this formula, charge and spin): 5.6377 eV
charge: -1

Cartesian coordinates (Å):
1 Ir -0.49 -0.61 -0.13
2 C 0.19 3.57 2.92
3 C 1.19 1.52 4.27
4 C 0.91 0.11 3.74
5 C 0.33 -0.34 2.63
6 C -0.11 0.47 1.45
7 C -0.51 1.72 1.62
8 C 0.29 -1.82 2.39
9 C 0.81 -2.79 3.29
10 C 0.78 -4.10 2.95
11 C 0.17 -4.50 1.75
12 C 0.05 -5.87 1.37
13 C -0.61 -6.21 0.23
14 C -1.18 -5.20 -0.58
15 C -1.06 -3.88 -0.26
16 C -0.36 -3.50 0.91
17 N -0.20 -2.16 1.23
18 H -0.03 4.61 3.14
19 H 1.18 1.37 5.35
20 H 1.31 -0.64 4.41
21 H -0.83 3.55 0.82
22 H 1.25 -2.49 4.22
23 H 1.20 -4.85 3.61
24 H 0.48 -6.63 2.02
25 H -0.70 -7.26 -0.05
26 H -1.75 -5.48 -1.46
27 H -1.53 -3.12 -0.86
28 C 1.53 -0.26 -3.64
29 C 0.06 -0.57 -3.67
30 C -0.45 -1.43 -4.65
31 C -1.82 -1.60 -4.81
32 C -2.70 -0.82 -4.07
33 C -2.22 0.06 -3.12
34 C -3.09 1.10 -2.49
35 C -0.85 0.08 -2.82
36 N -0.43 0.80 -1.65
37 C -0.03 2.07 -1.74
38 C 0.13 2.65 -3.14
39 C 0.28 2.96 -0.75
40 C 0.70 4.38 -1.04
41 N -0.08 2.86 0.69
42 C 0.99 3.26 1.71
43 C -0.87 2.48 2.87
44 C -2.34 2.72 3.10
45 C 0.10 2.53 3.99
46 C 2.60 2.04 3.97
47 C 3.04 2.64 2.87
48 C 2.25 2.84 1.62
49 C 2.93 2.35 0.37
50 H 2.13 -1.16 -3.81
51 H 1.83 0.18 -2.69
52 H 1.78 0.45 -4.43
53 H 0.25 -1.96 -5.29
54 H -2.19 -2.30 -5.55
55 H -3.77 -0.88 -4.23
56 H -4.14 0.90 -2.68
57 H -2.85 2.08 -2.92
58 H -2.94 1.20 -1.43
59 H -0.36 2.02 -3.88
60 H 1.19 2.74 -3.41
61 H -0.32 3.64 -3.20
62 H 1.47 4.43 -1.80
63 H 1.12 4.85 -0.14
64 H -0.13 5.02 -1.37
65 H -2.86 1.79 3.32
66 H -2.84 3.13 2.22
67 H -2.48 3.41 3.94
68 H -0.35 2.93 4.89
69 H 3.34 1.86 4.75
70 H 4.10 2.86 2.81
71 H 3.93 1.98 0.61
72 H 3.02 3.14 -0.38
73 H 2.36 1.54 -0.10
74 Se -4.60 2.85 0.32
75 Sb -5.10 0.45 0.45
76 Se -2.77 -0.86 0.65
77 Se -6.15 -0.57 -1.50
78 Se -5.94 -0.36 2.57
79 N 3.45 -2.66 -1.05
80 C 2.74 -3.45 -1.94
81 C 1.48 -2.94 -1.96
82 N 1.40 -1.86 -1.10
83 C 2.60 -1.72 -0.57
84 H 4.41 -2.77 -0.80
85 H 3.19 -4.27 -2.47
86 H 0.63 -3.26 -2.54
87 H 2.88 -0.97 0.16

Table of E_LUMO (eV), in record order: -1.0; 1.4